Entry 1:
The following is a quantum chemistry calculation of a molecular structure, C41H48BrN2O2S2V, from the Open Molecules 2025 dataset.

Cartesian coordinates (Å):
V (-0.5210, -0.8966, -0.2116)
C (0.3616, 7.0021, -1.3947)
C (0.0041, 6.5545, 0.0311)
C (-1.1531, 7.4250, 0.5246)
C (1.2099, 6.7972, 0.9495)
C (-0.3531, 5.0702, 0.0260)
C (0.5844, 4.1269, -0.3872)
C (0.2605, 2.7915, -0.4096)
Br (1.6053, 1.5758, -1.0249)
C (-0.9965, 2.2569, -0.0202)
O (-1.2379, 0.9845, -0.0981)
C (-1.9407, 3.2257, 0.4154)
C (-1.5905, 4.5761, 0.4101)
C (-3.3707, 2.9013, 0.8871)
C (-4.3717, 3.4677, -0.1340)
C (-3.6800, 1.4141, 1.0569)
C (-3.6168, 3.5572, 2.2571)
H (0.6404, 8.0597, -1.4062)
H (-0.4927, 6.8601, -2.0600)
H (1.1965, 6.4245, -1.7929)
H (-0.8492, 8.4743, 0.5108)
H (-1.4370, 7.1687, 1.5472)
H (-2.0300, 7.3205, -0.1173)
H (1.4786, 7.8574, 0.9535)
H (2.0800, 6.2275, 0.6219)
H (0.9767, 6.4946, 1.9722)
H (1.5775, 4.4208, -0.7029)
H (-2.3408, 5.2854, 0.7330)
H (-4.2077, 3.0073, -1.1111)
H (-4.2598, 4.5469, -0.2489)
H (-5.3995, 3.2599, 0.1782)
H (-3.6591, 0.8847, 0.1046)
H (-4.6890, 1.3278, 1.4767)
H (-2.9732, 0.9246, 1.7248)
H (-3.5140, 4.6417, 2.2236)
H (-2.9033, 3.1719, 2.9880)
H (-4.6269, 3.3274, 2.6074)
C (1.2672, -2.0360, 0.0419)
C (2.5216, -2.0857, 0.2885)
C (3.8258, -2.0738, 0.5973)
C (4.2367, -2.2371, 2.0087)
C (5.4648, -1.7867, 2.5053)
C (5.8000, -1.9250, 3.8460)
C (4.9190, -2.5136, 4.7393)
C (3.6865, -2.9557, 4.2652)
C (3.3534, -2.8232, 2.9302)
C (4.8188, -1.9043, -0.4915)
C (6.0530, -2.5648, -0.4989)
C (6.9386, -2.4313, -1.5582)
C (6.6214, -1.6331, -2.6492)
C (5.3979, -0.9734, -2.6620)
C (4.5184, -1.1072, -1.6002)
H (6.1606, -1.2957, 1.8368)
H (6.7580, -1.5578, 4.1973)
H (5.1821, -2.6234, 5.7842)
H (2.9789, -3.4124, 4.9480)
H (2.3912, -3.1677, 2.5706)
H (6.3062, -3.2112, 0.3323)
H (7.8823, -2.9647, -1.5368)
H (7.3150, -1.5272, -3.4743)
H (5.1305, -0.3412, -3.5012)
H (3.5664, -0.5907, -1.6112)
C (-2.7506, -8.0205, 0.4989)
C (-2.8205, -6.5193, 0.5906)
C (-3.4631, -5.7693, -0.3856)
C (-3.4853, -4.3817, -0.3162)
C (-2.8700, -3.7456, 0.7437)
C (-2.2134, -4.4723, 1.7240)
C (-2.1978, -5.8516, 1.6456)
S (-2.9400, -1.9595, 0.8464)
C (-4.3197, -1.9145, 2.0080)
O (-1.7812, -1.4680, 1.6792)
H (-3.3776, -8.3966, -0.3091)
H (-3.0777, -8.4849, 1.4307)
H (-1.7252, -8.3443, 0.3109)
H (-3.9330, -6.2712, -1.2235)
H (-3.9543, -3.7965, -1.0992)
H (-1.6789, -3.9455, 2.5049)
H (-1.6631, -6.4217, 2.3966)
H (-4.0212, -2.4446, 2.9113)
H (-5.1782, -2.3907, 1.5350)
H (-4.5236, -0.8684, 2.2211)
C (1.2536, -1.7980, -3.3569)
N (-0.0014, -1.0897, -3.4481)
C (-0.6874, -0.9726, -4.7324)
C (-1.8290, -0.0178, -4.3878)
N (-1.8893, -0.1778, -2.9337)
C (-0.7355, -0.6842, -2.4198)
S (0.1099, -3.2821, -0.3915)
H (1.9802, -1.3419, -4.0356)
H (1.1270, -2.8507, -3.6204)
H (1.6237, -1.7427, -2.3366)
H (-1.0523, -1.9548, -5.0537)
H (-0.0167, -0.5824, -5.4988)
H (-2.7698, -0.2893, -4.8659)
H (-1.5838, 1.0136, -4.6605)
H (-2.4107, 0.4638, -2.3594)

Charge: -1
Frontier orbital gap (spin up / spin down) (eV): 5.47 / 5.48
2S+1: 4
E (eV): -167772.667
Energy above the lowest of the compared OMol25 structures with the same formula, charge and spin (kcal/mol): 12.2

Entry 2:
The following is a quantum chemistry calculation of C25H26FN3O2 in the gas phase, from the Open Molecules 2025 dataset.

Cartesian coordinates (Å):
C (3.0301, 3.1989, -1.6131)
H (3.4200, 2.3133, -2.1104)
H (2.8179, 3.9489, -2.3701)
H (3.7976, 3.5869, -0.9476)
C (1.7520, 2.8783, -0.8305)
N (1.8955, 1.8927, 0.2171)
C (1.9931, 0.5243, -0.2325)
C (0.5834, -0.0580, -0.3648)
O (-0.3675, 0.4265, 0.2080)
N (0.5159, -1.1517, -1.1669)
C (-0.6514, -1.9171, -1.3823)
C (-0.5700, -3.3003, -1.2815)
C (-1.7006, -4.0814, -1.4243)
C (-2.9258, -3.4793, -1.6588)
C (-3.0035, -2.1059, -1.7939)
C (-1.8711, -1.3039, -1.6834)
C (-1.9708, 0.1420, -1.9441)
C (-2.9222, 0.9207, -1.2952)
C (-3.0126, 2.2754, -1.5545)
C (-2.1656, 2.8673, -2.4757)
C (-1.2277, 2.0955, -3.1408)
C (-1.1295, 0.7421, -2.8767)
H (-0.4021, 0.1402, -3.4042)
H (-0.5716, 2.5501, -3.8701)
H (-2.2352, 3.9263, -2.6764)
H (-3.7458, 2.8743, -1.0341)
H (-3.5708, 0.4622, -0.5639)
H (-3.9503, -1.6363, -2.0175)
H (-3.8165, -4.0822, -1.7523)
H (-1.6253, -5.1535, -1.3325)
H (0.3847, -3.7621, -1.0738)
H (1.3857, -1.6011, -1.4166)
H (2.5300, 0.4218, -1.1871)
H (2.5231, -0.0698, 0.5189)
C (2.7441, 2.2367, 1.3324)
C (2.2735, 1.5193, 2.6040)
O (3.0414, 1.1967, 3.4900)
N (0.9428, 1.3383, 2.6399)
H (0.4319, 1.4713, 1.7696)
C (0.3016, 0.5144, 3.6439)
C (0.0463, -0.8656, 3.0933)
C (-1.1849, -1.2001, 2.5441)
C (-1.3978, -2.4520, 1.9958)
C (-0.3582, -3.3623, 2.0027)
C (0.8853, -3.0506, 2.5206)
C (1.0802, -1.7938, 3.0640)
H (2.0428, -1.5264, 3.4743)
H (1.6747, -3.7860, 2.5033)
F (-0.5584, -4.5988, 1.4899)
H (-2.3473, -2.7262, 1.5644)
H (-1.9828, -0.4743, 2.5402)
H (-0.6367, 0.9893, 3.9411)
H (0.9801, 0.4676, 4.4999)
H (3.8086, 1.9966, 1.1811)
H (2.6649, 3.3113, 1.5143)
H (0.9773, 2.5145, -1.5114)
H (1.3778, 3.7950, -0.3658)

Frontier orbital gap (eV): 9.15
E (eV): -37631.263
Structure (SMILES): CCN(CC(=O)NCc1ccc(F)cc1)CC(=O)Nc1ccccc1-c1ccccc1
Energy above the lowest of the compared OMol25 structures with the same formula, charge and spin (kcal/mol): 3.2

Entry 3:
The following is a quantum chemistry calculation of a molecular structure, CH4N3P, from the Open Molecules 2025 dataset.

Cartesian coordinates (Å):
C (-0.0953, -0.0943, -0.4685)
N (0.5074, -1.1184, -0.9175)
N (0.8754, -2.0084, -0.0997)
N (0.6190, -1.6210, 1.1190)
P (-0.1395, -0.1324, 1.3057)
H (-0.9892, 2.8437, -0.9410)
H (-0.4834, 0.7626, -1.0640)
H (1.1558, -2.1258, 1.7738)
H (-1.4502, 3.4939, -0.7079)

Frontier orbital gap (eV): 9.77
E (eV): -14858.333
Energy above the lowest of the compared OMol25 structures with the same formula, charge and spin (kcal/mol): 55.7

Entry 4:
The following is a quantum chemistry calculation of a molecular structure, C11H11Cl2N5NiO2S2Te, from the Open Molecules 2025 dataset.

Cartesian coordinates (Å):
Ni (-0.3002, 1.8218, -0.9765)
Cl (-0.0768, 2.2620, -3.1647)
C (0.1376, 0.7197, -3.9316)
C (0.4029, 0.6880, -5.2872)
C (0.5940, -0.5304, -5.9059)
C (0.5435, -1.6982, -5.1644)
C (0.2817, -1.6504, -3.8085)
Cl (0.2520, -3.1351, -2.9275)
C (0.0306, -0.4334, -3.1358)
S (-0.5114, -0.3289, -1.4703)
H (0.4516, 1.6105, -5.8505)
H (0.7862, -0.5742, -6.9690)
H (0.7010, -2.6566, -5.6402)
N (-0.1162, 3.8970, -0.2841)
N (0.0991, 3.9052, 1.0909)
C (-0.0560, 2.7445, 1.8082)
N (0.0011, 2.8626, 3.1513)
N (-0.2834, 1.6394, 1.1535)
N (-0.3422, 0.4813, 1.8740)
O (-0.9706, -0.5175, 1.2844)
O (0.3155, 0.2887, 2.9364)
H (0.6734, 4.3232, -0.7504)
H (-0.9634, 4.3896, -0.5410)
H (-0.0241, 4.7708, 1.5869)
H (0.3769, 3.7080, 3.5451)
H (0.1990, 1.9777, 3.6158)
Te (0.1438, -2.1980, 0.6328)
C (0.0106, -2.9346, 2.6210)
C (-0.9958, -2.8586, 3.5353)
C (-0.7331, -3.5996, 4.7201)
C (0.4639, -4.2408, 4.6843)
S (1.3021, -3.9134, 3.2215)
H (-1.8970, -2.2895, 3.3572)
H (-1.4095, -3.6503, 5.5621)
H (0.9132, -4.8806, 5.4271)

Frontier orbital gap (spin up / spin down) (eV): 6.79 / 6.68
2S+1: 3
E (eV): -118177.777
Energy above the lowest of the compared OMol25 structures with the same formula, charge and spin (kcal/mol): 25.8

Entry 5:
The following is a quantum chemistry calculation of a molecular structure, C10H10BBrDyF4, from the Open Molecules 2025 dataset.

Cartesian coordinates (Å):
C (-1.7453, -0.7520, -0.1890)
C (-1.8482, -1.3159, 1.1119)
C (-2.4131, -0.3424, 1.9849)
H (-1.4863, -2.3063, 1.4094)
C (-2.2871, 0.9073, 1.3075)
C (-1.9300, 0.6628, -0.0623)
H (-1.9665, 1.3780, -0.8748)
H (-1.4363, -1.2673, -1.1081)
H (-2.9353, -0.6051, 2.9236)
H (-2.5471, 1.8621, 1.7507)
Dy (0.5222, -0.2567, 0.5162)
Br (1.4760, -2.7216, 0.3670)
C (2.0964, 0.7272, -1.7368)
C (1.1026, 1.5256, -2.4007)
C (0.1218, 0.6490, -2.9569)
H (1.1310, 2.6264, -2.5190)
C (0.4954, -0.6929, -2.6441)
C (1.7267, -0.6548, -1.9074)
H (2.3127, -1.5183, -1.5863)
H (3.0276, 1.0761, -1.2773)
H (-0.7494, 0.9546, -3.5761)
H (-0.0041, -1.6127, -2.9875)
F (2.7457, 0.1861, 2.3375)
B (1.5828, 0.4353, 2.9960)
F (0.5925, -0.8223, 2.5790)
F (1.4992, 0.4050, 4.3096)
F (0.9162, 1.4728, 2.2332)

Charge: -1
Frontier orbital gap (spin up / spin down) (eV): 7.53 / 7.53
2S+1: 6
E (eV): -116214.054
Energy above the lowest of the compared OMol25 structures with the same formula, charge and spin (kcal/mol): 0.0

Entry 6:
The following is a quantum chemistry calculation of C2H5NOS in the gas phase, from the Open Molecules 2025 dataset.

Cartesian coordinates (Å):
C (0.6675, 1.1674, -1.3024)
C (-0.3720, -1.4560, 1.0084)
N (-0.1893, 1.1089, -0.2248)
O (1.5964, 0.4830, -1.8102)
S (-1.1821, 0.1468, 1.0382)
H (0.6912, 2.2335, -1.6362)
H (-0.7826, -2.2283, 0.3993)
H (-0.2861, -2.0364, 1.8751)
H (0.7489, -1.3382, 0.6860)
H (-0.8920, 1.9192, -0.0334)

Frontier orbital gap (eV): 9.06
E (eV): -16525.475
Structure (SMILES): CSNC=O
Energy above the lowest of the compared OMol25 structures with the same formula, charge and spin (kcal/mol): 67.0